#1
{
  "formula": "C5H13N2S",
  "method": "ωB97M-V with the def2-TZVPD basis set",
  "species": ["H", "H", "N", "C", "H", "C", "H", "H", "H", "H", "H", "H", "S", "H", "H", "C", "C", "H", "H", "N", "C"],
  "xyz": [[-0.49, 2.39, -0.16], [0.90, 2.20, 1.82], [1.23, 0.54, 0.37], [1.51, 1.85, 0.86], [-2.18, -1.76, -0.07], [-1.03, 1.31, -0.37], [-1.84, -0.89, -1.65], [-1.60, 0.96, 1.74], [-1.45, 1.41, -1.38], [1.91, -1.74, -0.76], [1.13, -1.89, 0.99], [0.55, -2.91, -0.40], [-2.47, 1.29, 0.81], [1.44, 2.61, 0.02], [-1.39, -2.65, -1.34], [-1.47, -1.63, -0.90], [0.93, -1.91, -0.12], [1.88, -0.12, 0.10], [2.53, 1.76, 1.13], [-0.14, -1.05, -0.49], [0.02, 0.23, -0.18]],
  "smiles": "CNC(CS)=[N+](C)C",
  "homo_energy_ev": -13.23,
  "lumo_ev": -3.65,
  "charge": 1
}


#2
{
  "formula": "C5H13N2S",
  "method": "ωB97M-V with the def2-TZVPD basis set",
  "species": ["C", "C", "H", "C", "H", "H", "H", "H", "C", "N", "N", "C", "H", "H", "H", "S", "H", "H", "H", "H", "H"],
  "xyz": [[-0.59, -0.51, 0.50], [0.18, 1.98, 1.15], [0.40, -0.05, 2.17], [0.41, 0.51, 1.11], [-2.38, -0.53, -0.59], [-0.89, 2.25, 1.01], [-1.66, 0.90, -0.50], [2.63, 2.13, -1.64], [-1.37, -2.86, 0.73], [-1.59, -0.01, -0.16], [1.20, 0.28, -2.25], [-0.41, -1.94, 0.66], [0.59, 2.36, 2.09], [1.36, 0.23, 0.68], [0.52, 0.21, -3.01], [1.80, 1.87, -2.71], [0.66, -2.14, 0.72], [0.80, 2.44, 0.41], [-1.00, -3.89, 0.93], [1.78, -0.50, -2.05], [-2.44, -2.73, 0.72]],
  "homo_energy_ev": -11.59,
  "lumo_ev": -4.66,
  "charge": 1
}


Stability, highest: #1


#1
{
  "formula": "C7H14N2Si",
  "method": "ωB97M-V with the def2-TZVPD basis set",
  "species": ["H", "N", "Si", "C", "C", "H", "C", "C", "C", "H", "C", "H", "H", "H", "H", "C", "H", "H", "H", "H", "N", "H", "H", "H"],
  "xyz": [[-2.27, 1.57, -1.41], [1.81, 0.49, 0.07], [-1.24, -0.49, -0.17], [1.81, 1.91, 0.13], [-1.52, 0.33, 1.50], [-3.44, -1.92, -0.77], [-2.49, -1.90, -0.23], [2.65, -1.67, -0.14], [2.85, -0.25, -0.10], [1.59, 2.05, 1.14], [-1.31, 1.02, -1.46], [-1.08, 0.81, -2.48], [1.00, 2.34, -0.56], [2.74, 2.54, -0.02], [-2.02, -0.36, 2.11], [0.46, -1.11, 0.11], [3.79, 0.28, -0.18], [-0.63, 0.53, 2.11], [-0.58, 1.74, -1.21], [-2.80, -1.89, 0.84], [1.34, -1.98, -0.02], [3.35, -2.50, -0.33], [-1.99, 1.29, 1.47], [-2.03, -2.83, -0.40]],
  "homo_energy_ev": -7.35,
  "lumo_ev": 0.86,
  "charge": 0
}


#2
{
  "formula": "C7H14N2Si",
  "method": "ωB97M-V with the def2-TZVPD basis set",
  "species": ["C", "H", "Si", "C", "H", "H", "N", "C", "C", "C", "N", "H", "H", "H", "H", "H", "H", "H", "C", "H", "H", "C", "H", "H"],
  "xyz": [[-0.77, 1.60, 0.53], [-2.36, -1.38, -0.12], [0.47, -0.96, 0.58], [2.83, 0.65, -2.02], [0.02, 1.92, 1.36], [3.65, 1.45, -2.30], [2.39, -0.39, -2.79], [2.23, 0.58, -0.79], [-1.57, -0.33, 2.21], [-1.05, 0.11, 0.84], [1.46, -0.56, -0.83], [-1.28, 0.31, 3.05], [-1.56, 2.36, 0.45], [-1.54, -0.28, -1.26], [1.08, -2.03, -2.24], [2.28, 1.27, 0.04], [-2.57, -0.25, 2.06], [-1.20, -1.30, 2.44], [1.54, -1.08, -2.06], [-0.34, 1.65, -0.42], [1.35, -1.06, 1.76], [-2.02, -0.39, -0.22], [-2.84, 0.34, -0.22], [-0.20, -2.23, -0.08]],
  "smiles": "CC(C)(C)[SiH2]n1ccnc1",
  "homo_energy_ev": -8.82,
  "lumo_ev": 0.70,
  "charge": 0
}


Stability, highest: #2


#1
{
  "formula": "C12H17NO2",
  "method": "ωB97M-V with the def2-TZVPD basis set",
  "species": ["H", "H", "C", "H", "H", "C", "H", "H", "H", "H", "C", "C", "C", "C", "H", "H", "C", "C", "H", "C", "O", "O", "C", "H", "H", "C", "H", "H", "N", "H", "C", "H"],
  "xyz": [[2.48, -2.47, -0.90], [3.50, 1.86, 1.19], [4.02, -1.03, -0.51], [-0.02, 3.00, -0.35], [-3.34, -2.23, 0.18], [0.46, 2.14, -0.72], [4.90, -1.61, -0.91], [1.31, 2.32, -1.50], [-0.20, 1.43, -1.24], [5.30, 0.42, 0.29], [-2.72, -1.42, -0.21], [3.21, 0.98, 0.65], [1.89, 0.61, 0.38], [-0.46, -1.29, 1.09], [-0.03, -0.79, 1.98], [-3.24, -0.11, -2.02], [-1.85, -0.78, 0.98], [1.56, -0.73, -0.14], [-2.01, -1.89, -0.89], [-3.43, -0.16, -0.86], [0.27, -1.13, -0.13], [0.79, 1.48, 0.51], [2.64, -1.49, -0.55], [-2.51, 1.96, -0.79], [-0.99, 1.26, 0.77], [4.26, 0.11, 0.21], [-0.45, -2.32, 1.28], [-2.44, -1.09, 1.84], [-1.88, 0.71, 0.80], [-3.70, 1.37, 0.51], [-2.86, 1.08, -0.10], [-4.48, -0.19, -0.83]],
  "smiles": "COc1ccccc1OC[C@@H]1CCCN1",
  "homo_energy_ev": -7.91,
  "lumo_ev": 0.89,
  "charge": 0
}


#2
{
  "formula": "C12H17NO2",
  "method": "ωB97M-V with the def2-TZVPD basis set",
  "species": ["H", "H", "C", "H", "H", "C", "C", "C", "H", "H", "H", "N", "H", "H", "C", "C", "C", "H", "H", "C", "H", "O", "H", "H", "C", "C", "H", "H", "C", "C", "H", "O"],
  "xyz": [[0.41, 0.48, -2.10], [1.41, -0.49, -2.97], [0.91, -0.55, 0.36], [1.46, -0.46, 2.45], [-1.57, -1.50, 0.29], [-1.56, 2.33, 0.00], [1.80, -0.04, 1.51], [3.25, -0.43, 1.27], [2.45, 1.48, -0.77], [3.33, -1.53, 1.17], [1.74, 1.05, 1.59], [0.87, -0.42, -2.12], [3.88, -0.13, 2.11], [0.56, 2.19, 0.13], [-2.78, 0.26, 0.09], [-2.76, 1.65, -0.02], [-0.37, 1.64, 0.13], [-5.15, -1.96, 0.08], [-3.69, -2.10, 1.09], [-4.09, -1.73, 0.14], [2.20, -1.56, -1.05], [3.80, 0.19, 0.13], [-3.57, -2.21, -0.69], [3.44, 0.45, -1.83], [2.87, 0.47, -0.90], [1.73, -0.57, -0.96], [-1.55, 3.40, -0.08], [-3.70, 2.17, -0.11], [-0.36, 0.25, 0.24], [-1.58, -0.43, 0.21], [0.63, -1.58, 0.57], [-4.01, -0.32, 0.06]],
  "smiles": "COc1cccc([C@@H]2CCOC[C@@H]2N)c1",
  "homo_energy_ev": -8.49,
  "lumo_ev": 0.86,
  "charge": 0
}


Stability, highest: #2


#1
{
  "formula": "C5H5Cl3",
  "method": "ωB97M-V with the def2-TZVPD basis set",
  "species": ["C", "Cl", "H", "C", "H", "H", "Cl", "C", "C", "Cl", "H", "H", "C"],
  "xyz": [[1.64, -1.13, 0.02], [1.22, -2.00, 1.52], [-0.52, 0.34, 2.18], [-0.60, 1.89, 0.56], [-2.14, 0.71, 1.38], [-0.28, -2.28, -2.32], [-1.27, 2.60, -0.82], [-1.05, 0.94, 1.35], [-0.18, -1.38, -1.75], [3.19, -0.44, -0.12], [0.32, 2.50, 0.79], [-1.05, -0.68, -1.91], [0.74, -1.06, -0.88]],
  "smiles": "C=C=C(Cl)Cl.C=CCl",
  "homo_energy_ev": -9.41,
  "lumo_ev": 0.56,
  "charge": 0
}


#2
{
  "formula": "C5H5Cl3",
  "method": "ωB97M-V with the def2-TZVPD basis set",
  "species": ["C", "Cl", "Cl", "C", "C", "Cl", "H", "H", "H", "C", "C", "H", "H"],
  "xyz": [[-0.64, -0.29, -0.31], [-1.41, 1.70, 1.39], [-2.78, -0.78, 1.33], [-1.23, -0.03, 0.97], [0.89, 1.13, -0.47], [-0.01, -0.76, 2.11], [1.92, -0.20, 0.79], [2.72, 1.34, -0.04], [0.54, 1.89, -1.14], [1.92, 0.62, 0.11], [-0.67, -1.24, -1.22], [-0.08, -1.16, -2.20], [-1.18, -2.21, -1.32]],
  "homo_energy_ev": -9.60,
  "lumo_ev": 0.61,
  "charge": 0
}


Stability, highest: #1


#1
{
  "formula": "H3NO3PS",
  "method": "ωB97M-V with the def2-TZVPD basis set",
  "species": ["P", "H", "H", "O", "O", "O", "S", "N", "H"],
  "xyz": [[-0.70, 0.91, 1.23], [-0.75, 2.99, 1.32], [-1.72, 0.00, 1.06], [1.33, -2.67, -0.68], [0.14, -0.11, -0.06], [1.53, -1.21, -2.58], [0.63, -1.73, -1.57], [-1.23, 2.29, 0.71], [0.76, -0.48, 0.57]],
  "homo_energy_ev": -3.44,
  "lumo_ev": 3.43,
  "charge": -1
}


#2
{
  "formula": "H3NO3PS",
  "method": "ωB97M-V with the def2-TZVPD basis set",
  "species": ["P", "S", "N", "H", "H", "O", "H", "O", "O"],
  "xyz": [[1.11, 0.13, 0.76], [-0.48, -0.20, 2.24], [-0.13, 0.71, -0.15], [1.14, -2.03, 0.17], [-0.02, 0.96, -1.13], [-1.58, -0.78, 1.46], [-1.04, 0.32, 0.13], [-0.73, 1.19, 2.62], [0.01, -1.03, 3.33]],
  "homo_energy_ev": -4.42,
  "lumo_ev": 3.89,
  "charge": -1
}


Stability, highest: #1


#1
{
  "formula": "C3H9INS",
  "method": "ωB97M-V with the def2-TZVPD basis set",
  "species": ["I", "H", "H", "H", "H", "H", "N", "H", "H", "C", "H", "C", "C", "H", "S"],
  "xyz": [[-2.58, 0.09, 0.16], [-1.00, -1.97, -1.62], [-0.15, -0.30, -1.81], [0.70, -1.77, -1.36], [1.44, 0.58, 1.39], [1.58, 0.63, -0.33], [0.17, 2.08, 0.55], [0.65, 2.95, 0.10], [0.31, 2.25, 1.58], [-0.66, -0.88, 0.12], [-0.96, 1.96, 0.40], [0.94, 0.83, 0.45], [-0.26, -1.29, -1.34], [0.25, -3.01, 0.39], [-0.45, -2.13, 1.33]],
  "homo_energy_ev": [-12.58, -12.58],
  "lumo_ev": [-4.24, -4.24],
  "charge": 1
}


#2
{
  "formula": "C3H9INS",
  "method": "ωB97M-V with the def2-TZVPD basis set",
  "species": ["H", "H", "H", "C", "H", "H", "N", "I", "S", "H", "C", "C", "H", "H", "H"],
  "xyz": [[1.03, -0.07, -1.50], [-1.67, 0.92, -1.06], [-1.26, 1.01, 1.60], [-0.64, 0.75, 0.70], [-0.94, -0.61, -0.88], [-0.17, 1.70, 0.57], [-1.48, 0.16, -0.41], [0.07, -2.00, 2.01], [1.81, 0.87, 1.84], [-2.43, -0.14, -0.08], [1.26, -0.89, -0.95], [0.57, -0.12, 1.06], [2.56, -0.12, 2.34], [0.87, -1.89, -0.99], [2.33, -1.16, -0.81]],
  "homo_energy_ev": -12.33,
  "lumo_ev": -3.83,
  "charge": 1
}


Stability, highest: #2